ORCA calculation (ωB97M-V/def2-TZVPD) on a 5-piece molecular cluster, C6H25N2O4 overall at a distorted geometry.

The geometry in XYZ format:
```
37
C6H25N2O4 | the Open Molecules 2025 dataset | ωB97M-V/def2-TZVPD
C 0.6179 0.2783 0.9750
C 0.8622 2.1929 -2.2030
H -0.1166 1.0208 1.2548
H -0.8809 1.1427 -2.1230
N 1.3162 0.6866 -0.2843
H -3.2353 -0.6831 3.5164
O -2.8838 0.0404 2.9836
H -0.2928 1.1576 -3.6357
H 1.7582 -2.5711 -2.7349
H 2.0735 -3.2805 2.7298
C 1.2005 2.0750 -0.6907
H 0.8611 -2.2624 3.2881
H 2.3382 -1.5634 2.7326
C 1.6001 -2.3403 2.4849
O -2.3015 1.9440 -1.4180
H 0.5063 3.1812 -2.4909
H 2.1934 2.5400 -0.5902
H -2.5277 1.4492 -0.6062
H -0.3706 -1.2762 -0.0885
H 1.7654 2.1670 -2.8524
H 1.3650 0.3894 1.7462
H -2.8496 -0.2658 0.9517
H 0.5972 -3.2741 0.8260
H 0.6110 2.7534 -0.0663
H -4.0593 -0.0429 0.0704
O -3.1063 -0.2049 0.0088
H -2.8210 0.8155 3.5471
H 2.2888 0.4258 -0.2272
H -0.6758 -1.3217 1.6257
C 0.1157 -1.1365 0.8927
H -3.0692 2.4442 -1.6574
H 0.4200 0.1330 -2.5979
H 1.9751 -1.4807 -1.6139
C 1.0875 -2.3264 1.0616
H 1.9264 -2.2342 0.3782
O 1.7071 -1.6403 -2.5308
N 0.0039 1.0674 -2.6625
```

Output
- Energy: -17792.20180 eV
- Molar mass: 189.28 g mol⁻¹
- Energy relative to the best compared isomer or geometry (same formula, charge and spin): 1.236 eV
- Total charge: +1

Electronic structure analysis, Löwdin charges in units of e: C -0.192; C -0.134; H 0.110; H 0.102; N -0.062; H 0.063; O -0.042; H 0.171; H 0.051; H 0.068; C -0.197; H 0.080; H 0.076; C -0.119; O -0.049; H 0.126; H 0.123; H 0.025; H 0.104; H 0.133; H 0.109; H 0.017; H 0.116; H 0.123; H 0.070; O -0.065; H 0.055; H 0.115; H 0.100; C -0.218; H 0.056; H 0.114; H 0.010; C -0.243; H 0.084; O -0.048; N 0.169